# 1
A molecular structure, C10H10BrEuF in a non-equilibrium geometry. Source: the Open Molecules 2025 dataset; level of theory: ωB97M-V/def2-TZVPD.

Each line ends with the Löwdin charge.
Positions of all 23 atoms, in Å:
C (-0.56471, 2.11800, 1.42955)  -0.2307
C (-1.78766, 2.23401, 2.17975)  -0.2274
C (-1.56330, 1.67369, 3.50702)  -0.2726
H (-2.77710, 2.54324, 1.76530)  0.1049
C (-0.18596, 1.19546, 3.55644)  -0.2945
C (0.41930, 1.47543, 2.26754)  -0.2496
H (1.43359, 1.13611, 1.94426)  0.1004
H (-0.43088, 2.40159, 0.36226)  0.0963
H (-2.35197, 1.45813, 4.26944)  0.0934
H (0.25395, 0.58141, 4.38053)  0.0840
Eu (-1.49814, -0.45730, 1.98211)  1.5061
Br (-1.26193, -0.61510, -0.75634)  -0.1196
C (0.93507, -2.68765, -2.63336)  -0.2497
C (2.20006, -2.17196, -2.21200)  -0.2284
C (2.33591, -0.84799, -2.74254)  -0.2135
H (2.94027, -2.69881, -1.59940)  0.0451
C (1.15345, -0.55018, -3.49068)  -0.2395
C (0.28864, -1.68683, -3.42475)  -0.2920
H (-0.69592, -1.77462, -3.89569)  0.0552
H (0.53175, -3.67894, -2.39786)  0.0527
H (3.19776, -0.18447, -2.60772)  0.0499
H (0.94877, 0.38317, -4.02852)  0.0543
F (-3.52098, 0.15364, 2.14466)  -0.6249

Its highest occupied orbital energy (spin up / spin down) is -2.19 / -2.65 eV. For the HOMO-LUMO gap (spin up / spin down), the calculation gives 2.8 / 3.9 eV. The multiplicity is 7. The net charge is -1.

***

# 2
2 unconnected molecules or ions with the total composition C24H43BrClF7N5O7PSSi. Source: the Open Molecules 2025 dataset; level of theory: ωB97M-V/def2-TZVPD.

Each line ends with the Löwdin charge.
Positions of all 91 atoms, in Å:
C (-1.82492, 2.04621, -1.63539)  -0.0289
C (-0.48266, 2.47883, -2.15034)  -0.4056
N (-0.34120, 3.24766, -3.15739)  0.1006
C (0.88363, 2.17344, -1.50140)  -0.0516
C (1.20562, 1.07080, -0.44537)  -0.2264
C (2.29112, 1.74906, 0.51907)  -0.3183
F (2.99385, 0.81749, 1.23523)  0.0816
F (3.23009, 2.38285, -0.24628)  0.1205
C (1.72332, 2.71267, 1.63071)  -0.3128
F (1.42241, 1.90803, 2.69623)  0.1365
F (0.58033, 3.28019, 1.23642)  0.1453
C (2.70174, 3.79460, 2.14443)  -0.5695
F (3.84717, 3.21167, 2.51909)  0.1764
F (2.17014, 4.41918, 3.16796)  0.2263
F (2.97692, 4.66296, 1.18080)  0.1969
N (0.03009, 0.74826, 0.32224)  0.0184
C (0.13848, -0.35464, 1.24204)  -0.3283
C (-1.09634, -0.50641, 2.15219)  -0.0938
C (-2.07416, 0.67665, 2.21812)  -0.2452
O (-3.31025, 0.15755, 2.66061)  -0.2042
Si (-4.74834, 0.67045, 1.99700)  0.3998
C (-6.08153, 0.18991, 3.19739)  -0.1641
C (-5.06620, -0.21343, 0.37765)  -0.1649
C (-4.78988, 2.50681, 1.70291)  -0.1363
C (0.28055, -1.56855, 0.32774)  -0.3106
P (-1.13940, -1.43292, -0.89831)  0.5048
S (-1.82075, -3.11178, -1.61175)  0.2300
N (1.64217, -1.60804, -0.33298)  -0.0675
C (1.63585, -2.74912, -1.33022)  -0.1561
C (1.35722, -4.13042, -0.75909)  -0.1139
C (1.40289, -5.10640, -1.94274)  -0.4771
N (0.61874, -6.27972, -1.86247)  0.1280
O (2.08996, -4.86290, -2.90964)  0.1023
N (2.67227, -1.80979, 0.68553)  -0.0671
C (2.33613, -2.51706, 1.91989)  -0.0142
C (4.01891, -2.16189, 0.18175)  -0.4204
C (5.05978, -1.13384, 0.46620)  0.0320
O (4.21581, -3.23311, -0.32167)  0.1529
C (1.95651, -0.21938, -1.05708)  -0.0489
C (2.25962, -0.36499, -2.57316)  -0.1762
C (1.28133, -0.71715, -3.71224)  -0.7416
C (1.89666, -1.74779, -4.67065)  -0.1354
Br (0.84275, 0.85788, -4.75202)  0.8259
H (-2.57805, 2.71438, -2.06727)  0.0964
H (-2.07739, 1.02382, -1.95440)  0.0578
H (-1.94878, 2.14101, -0.56125)  0.0423
H (-1.24358, 3.53448, -3.53528)  0.0651
H (1.13569, 3.13736, -1.05604)  0.1301
H (1.58795, 2.11314, -2.33620)  0.0798
H (-0.49483, 1.55779, 0.61586)  0.0938
H (1.01346, -0.26942, 1.88932)  0.1123
H (-1.70416, -1.37880, 1.87822)  0.1109
H (-0.73896, -0.71231, 3.16926)  0.1327
H (-1.72921, 1.46040, 2.89874)  0.1338
H (-2.18788, 1.13352, 1.22353)  0.0792
H (-7.04407, 0.50231, 2.77222)  0.0368
H (-5.94990, 0.69976, 4.15702)  0.0392
H (-6.12882, -0.89140, 3.35958)  0.0317
H (-4.50715, 0.20944, -0.46854)  0.0163
H (-6.13126, -0.09623, 0.13429)  0.0386
H (-4.85716, -1.29019, 0.41559)  0.0307
H (-3.91681, 3.03257, 2.11256)  -0.0016
H (-4.84845, 2.76845, 0.64173)  0.0437
H (-5.66934, 2.93454, 2.20063)  0.0460
H (0.08608, -2.48652, 0.87478)  0.1044
H (-0.67017, -0.51554, -1.83600)  -0.0189
H (-2.10328, -0.73002, -0.18603)  -0.0023
H (2.59444, -2.79322, -1.83751)  0.1049
H (0.90026, -2.52799, -2.10051)  0.0708
H (0.37097, -4.22204, -0.29768)  0.0703
H (2.12237, -4.43897, -0.04048)  0.1193
H (0.40508, -6.49323, -0.89103)  0.0893
H (-0.28481, -6.10694, -2.30328)  0.0995
H (1.97877, -1.83103, 2.69413)  0.0976
H (1.61844, -3.33374, 1.79750)  0.0887
H (3.25944, -2.98023, 2.28736)  0.1177
H (4.92758, -0.25428, -0.17247)  0.0940
H (6.04751, -1.57599, 0.33050)  0.1020
H (4.94663, -0.77314, 1.49399)  0.1017
H (2.97057, -0.02944, -0.70616)  0.1045
H (3.07732, -1.09370, -2.63425)  0.1146
H (2.77124, 0.57112, -2.83075)  0.1137
H (0.33088, -1.13167, -3.38017)  0.0393
H (1.12977, -2.12123, -5.35629)  0.0878
H (2.70688, -1.29940, -5.25091)  0.0804
H (2.27982, -2.61186, -4.11701)  0.0611
O (-2.17986, 4.37462, 3.55393)  -0.3630
Cl (-2.09219, 4.92284, 2.22182)  0.6370
O (-1.94105, 3.80561, 1.28401)  -0.4281
O (-0.93277, 5.77103, 2.10655)  -0.3584
O (-3.28764, 5.64654, 1.89536)  -0.3421

Its highest occupied orbital energy is -8.58 eV. For the HOMO-LUMO gap, the calculation gives 7.6 eV. The multiplicity is 1.

***

# 3
A molecular structure, C23H27IrN5O2S. Source: the Open Molecules 2025 dataset; level of theory: ωB97M-V/def2-TZVPD.

Each line ends with the Löwdin charge.
Positions of all 59 atoms, in Å:
Ir (0.25721, -0.97517, -0.15476)  1.2517
C (1.26088, 6.37360, 2.17646)  -0.0364
C (0.52553, 5.24201, 1.51750)  -0.2513
C (0.17511, 5.31024, 0.17165)  -0.0162
C (-0.48971, 4.26582, -0.45012)  -0.0440
C (-0.80503, 3.13233, 0.28547)  -0.2887
C (-0.48393, 3.04742, 1.63451)  -0.0564
C (0.17848, 4.09983, 2.24003)  -0.0235
S (-1.60827, 1.78333, -0.50179)  0.6342
O (-2.35060, 1.05831, 0.49845)  -0.3097
O (-2.22589, 2.25457, -1.69956)  -0.2512
N (-0.40532, 0.75441, -0.90714)  -0.2529
C (0.50083, 0.87365, -1.93866)  -0.3918
C (0.67313, 1.80670, -2.94714)  0.0199
C (1.70269, 1.56869, -3.84344)  -0.0214
C (2.51225, 0.43983, -3.73307)  -0.0426
C (2.26691, -0.45183, -2.71005)  -0.0849
N (1.28494, -0.22829, -1.83776)  -0.0484
H (0.96335, 7.33356, 1.75718)  0.0855
H (2.33685, 6.26715, 2.02402)  0.0921
H (1.07799, 6.39383, 3.24951)  0.0826
H (0.40961, 6.20268, -0.39503)  0.1237
H (-0.79419, 4.34195, -1.48496)  0.1114
H (-0.79462, 2.18794, 2.21523)  0.1051
H (0.41050, 4.04872, 3.29662)  0.1197
H (0.01075, 2.65382, -3.03689)  0.1102
H (1.87139, 2.26935, -4.65059)  0.1233
H (3.30899, 0.25118, -4.43633)  0.1144
H (2.84161, -1.35826, -2.57748)  0.1252
C (0.03756, -3.71574, 2.87738)  -0.0219
C (0.75531, -2.38402, 2.66063)  -0.6205
C (1.55722, -2.39801, 1.34247)  -0.0939
C (1.73010, -2.13642, 3.80841)  -0.0264
N (-0.23918, -1.29962, 2.71361)  -0.0109
N (-0.96670, -1.21924, 1.47053)  -0.0747
H (0.75923, -4.53038, 2.93466)  0.0997
H (-0.66334, -3.95903, 2.07669)  0.0636
H (-0.52118, -3.67945, 3.81087)  0.0999
H (2.17168, -3.30083, 1.30100)  0.1172
H (2.24923, -1.55574, 1.26038)  0.0920
H (0.94268, -2.62461, 0.38445)  0.0356
H (2.49099, -2.91554, 3.83492)  0.0997
H (1.19889, -2.14225, 4.75915)  0.0994
H (2.23657, -1.17429, 3.69748)  0.0913
H (0.22593, -0.40316, 2.83270)  0.1186
H (-1.60160, -0.41156, 1.50466)  0.0841
H (-1.57990, -2.03352, 1.41985)  0.1174
N (-4.14412, -5.23949, -4.25517)  0.1751
C (-3.46240, -4.57047, -3.61789)  -0.1717
C (-2.60566, -3.73412, -2.82042)  -0.2228
C (-2.04770, -4.22702, -1.64756)  -0.0156
C (-1.22237, -3.41296, -0.88667)  -0.1074
C (-0.94033, -2.10718, -1.28550)  -0.2565
C (-1.50630, -1.61884, -2.46108)  -0.0704
C (-2.33137, -2.43013, -3.22241)  -0.0040
H (-2.25320, -5.24160, -1.33431)  0.1282
H (-0.77934, -3.82589, 0.01028)  0.0709
H (-1.32997, -0.60877, -2.79796)  0.0940
H (-2.77218, -2.04751, -4.13304)  0.1304

Its highest occupied orbital energy is -11.63 eV. For the HOMO-LUMO gap, the calculation gives 7.7 eV. The multiplicity is 1. The net charge is +1.

***

# 4
A gas-phase ion, C3H5N2O2 (charge -1) in a non-equilibrium geometry. Source: the Open Molecules 2025 dataset; level of theory: ωB97M-V/def2-TZVPD.

Each line ends with the Löwdin charge.
Positions of all 12 atoms, in Å:
C (-0.16431, -0.06071, -0.78200)  -0.1944
C (0.11479, 0.69482, 0.54267)  -0.2317
C (0.56571, -1.53750, 0.70350)  -0.4060
N (-0.15775, -1.47558, -0.44149)  -0.2978
N (0.74383, -0.25146, 1.38837)  -0.0817
O (-1.31977, -2.27194, -0.54717)  -0.3938
O (1.84739, -0.96472, 0.76820)  -0.0459
H (-1.10237, 0.36165, -1.43414)  0.1459
H (0.66428, 0.10829, -1.45461)  0.0718
H (0.79421, 1.68591, 0.45778)  0.1309
H (-0.86848, 0.99032, 1.17464)  0.1392
H (0.32529, -2.52665, 1.23128)  0.1636

Its highest occupied orbital energy is -1.72 eV. For the HOMO-LUMO gap, the calculation gives 6.0 eV. The structure (SMILES) is [O-]N1CCN2O[C@H]12. The multiplicity is 1. The net charge is -1.

***

# 5
A molecular structure, C30H43BrF4MnN5OP in a non-equilibrium geometry. Source: the Open Molecules 2025 dataset; level of theory: ωB97M-V/def2-TZVPD.

Each line ends with the Löwdin charge.
Positions of all 86 atoms, in Å:
Mn (1.49034, 1.03277, 0.73750)  0.7718
C (2.83003, 3.20766, 3.14172)  -0.0779
C (1.31346, 3.19527, 3.32810)  -0.2385
N (0.69747, 1.93311, 2.87983)  -0.2009
C (-0.75743, 2.10595, 2.69413)  -0.2324
C (-1.13177, 2.81661, 1.39356)  -0.0642
C (0.96086, 0.86818, 3.86479)  -0.1738
C (0.93497, -0.51925, 3.25159)  -0.2241
N (1.82514, -0.54102, 2.11241)  -0.0510
C (2.10853, -1.70098, 1.50758)  -0.1966
C (2.93624, -1.64046, 0.35633)  -0.1536
F (3.25389, -0.37931, -0.05460)  0.0428
C (3.33692, -2.72213, -0.37720)  -0.2527
F (4.10226, -2.54505, -1.46447)  0.0929
C (2.93872, -4.00200, -0.02879)  0.0355
C (2.09571, -4.10992, 1.06126)  -0.2463
F (1.63697, -5.32634, 1.39967)  0.0790
C (1.68286, -3.02403, 1.80440)  -0.1496
F (0.80862, -3.26335, 2.81062)  0.0632
H (3.34291, 2.67342, 3.94030)  0.0684
H (3.20555, 4.23005, 3.11902)  0.0798
H (3.07674, 2.73142, 2.19169)  0.0471
H (0.87513, 4.00373, 2.74288)  0.0973
H (1.05579, 3.36955, 4.38187)  0.1232
H (-1.17770, 2.64874, 3.55244)  0.1241
H (-1.20079, 1.10978, 2.68232)  0.0866
H (-0.93050, 3.88645, 1.43614)  0.0716
H (-2.18951, 2.67187, 1.17325)  0.0743
H (-0.55359, 2.39962, 0.56686)  0.0349
H (0.23071, 0.91799, 4.68361)  0.1291
H (1.95400, 1.02941, 4.28155)  0.1144
H (-0.09119, -0.77923, 2.95257)  0.0915
H (1.23673, -1.23113, 4.02345)  0.1217
H (3.26249, -4.86886, -0.58407)  0.1330
Br (3.08298, 5.87431, -3.79549)  0.6835
C (2.79781, 4.59830, -2.39821)  -0.6958
C (2.46875, 5.03795, -1.12962)  -0.1449
C (2.20311, 4.09784, -0.14111)  -0.1367
C (2.27631, 2.71528, -0.35258)  -0.1986
C (2.66965, 2.33790, -1.64928)  -0.1634
C (2.91298, 3.24925, -2.67075)  -0.1494
H (2.42261, 6.09713, -0.91234)  0.0947
H (1.93282, 4.47958, 0.84039)  0.0716
H (2.81102, 1.28705, -1.89082)  0.0784
H (3.18587, 2.91243, -3.66312)  0.0954
O (-0.15814, -0.21408, 0.06397)  -0.2827
P (-1.27202, -0.75500, -0.75952)  0.5822
N (-1.05574, -2.33980, -1.23550)  -0.1820
C (-1.26169, -3.44568, -0.28700)  -0.1719
C (-0.66111, -4.67960, -0.99392)  -0.1355
C (0.00245, -4.13393, -2.27321)  -0.1486
C (0.17174, -2.64981, -1.97872)  -0.1822
N (-1.47220, 0.13242, -2.13861)  -0.1678
C (-0.33149, 0.97060, -2.57700)  -0.1983
C (-0.70157, 1.35768, -4.00202)  -0.1577
C (-1.42681, 0.11195, -4.51671)  -0.1651
C (-2.24338, -0.33557, -3.30315)  -0.2027
N (-2.69584, -0.68344, 0.06903)  -0.1825
C (-4.02830, -0.73408, -0.54423)  -0.1831
C (-4.99116, -0.86282, 0.65174)  -0.1569
C (-4.13503, -0.50450, 1.87334)  -0.1612
C (-2.78210, -1.07788, 1.47797)  -0.1991
H (-2.32587, -3.56548, -0.08195)  0.1070
H (-0.74180, -3.26599, 0.66165)  0.1026
H (-1.43053, -5.41193, -1.23298)  0.1060
H (0.06823, -5.16488, -0.34675)  0.0879
H (-0.66668, -4.26134, -3.12511)  0.1074
H (0.95272, -4.61608, -2.49683)  0.1075
H (0.24305, -2.03335, -2.87669)  0.1110
H (1.06307, -2.47937, -1.36195)  0.1012
H (0.60642, 0.40430, -2.56771)  0.1028
H (-0.20876, 1.83048, -1.92151)  0.1017
H (0.17605, 1.61784, -4.59067)  0.1130
H (-1.38045, 2.21243, -3.99003)  0.1179
H (-0.70388, -0.65714, -4.79742)  0.1067
H (-2.06034, 0.31941, -5.37768)  0.1098
H (-2.39210, -1.41661, -3.26939)  0.1049
H (-3.22634, 0.14471, -3.31215)  0.1057
H (-4.13745, -1.57138, -1.24081)  0.1110
H (-4.20406, 0.18959, -1.09951)  0.1082
H (-5.34821, -1.88984, 0.73855)  0.1093
H (-5.85825, -0.21360, 0.54486)  0.1077
H (-4.51824, -0.93017, 2.79939)  0.1128
H (-4.05964, 0.57933, 1.97904)  0.1091
H (-2.79627, -2.16657, 1.61066)  0.1102
H (-1.93278, -0.67637, 2.02918)  0.0783

Its highest occupied orbital energy (spin up / spin down) is -7.23 / -7.26 eV. For the HOMO-LUMO gap (spin up / spin down), the calculation gives 7.7 / 7.8 eV. The multiplicity is 2.

***

# 6
A molecular structure, C12H21AlBrF2O7 in a non-equilibrium geometry. Source: the Open Molecules 2025 dataset; level of theory: ωB97M-V/def2-TZVPD.

Each line ends with the Löwdin charge.
Positions of all 44 atoms, in Å:
C (4.77440, -0.43843, 0.99282)  -0.1001
C (4.37340, -0.86093, -0.46008)  -0.3754
C (4.59440, 0.35722, -1.46175)  -0.0762
C (5.01300, -2.19960, -0.96368)  -0.3128
C (6.44031, -2.51228, -0.39298)  -0.0995
C (4.05514, -3.40990, -0.55583)  -0.3377
O (2.95281, -3.37370, -1.43655)  -0.3439
Al (1.35473, -3.24545, -0.50587)  -0.0919
Br (-0.48459, -2.68841, -1.96105)  0.2945
H (5.88263, -0.42239, 1.15845)  0.0651
H (4.26516, -1.13656, 1.70535)  0.0768
H (4.42446, 0.59689, 1.23164)  0.0677
H (3.26650, -1.02701, -0.44442)  0.0786
H (4.79508, 1.29486, -0.88303)  0.0574
H (3.64076, 0.54003, -2.02079)  0.0746
H (5.40980, 0.15318, -2.20048)  0.0660
H (5.03016, -2.22646, -2.08428)  0.1365
H (6.52453, -2.42566, 0.71353)  0.0641
H (6.64954, -3.59167, -0.62717)  0.0667
H (7.25079, -1.93909, -0.90959)  0.0698
H (3.78442, -3.23017, 0.52336)  0.0900
H (4.61009, -4.38195, -0.66150)  0.1092
H (1.51707, -2.05007, 0.55188)  -0.0727
H (1.15584, -4.64389, 0.25011)  -0.1065
C (-4.24495, 0.44509, 0.08692)  -0.0836
C (-4.46409, -0.80764, 0.88907)  -0.3241
O (-3.49995, -1.69464, 0.37046)  0.1316
C (-2.46012, -0.90895, -0.06466)  -0.5454
O (-1.37762, -1.31260, -0.31581)  -0.1504
O (-2.84474, 0.40238, -0.16677)  0.0721
F (-5.70135, -1.32785, 0.66077)  0.0590
H (-4.78691, 0.43505, -0.85985)  0.1359
H (-4.51470, 1.34438, 0.63527)  0.1142
H (-4.31004, -0.68732, 1.96482)  0.1702
C (-7.05771, 5.33124, 0.75790)  -0.0643
C (-5.75675, 5.00150, 1.43320)  -0.3187
O (-5.48760, 3.69052, 0.97768)  0.1266
C (-6.06906, 3.59411, -0.25601)  -0.5264
O (-5.82767, 2.74222, -1.04394)  0.1874
O (-6.95545, 4.60700, -0.46561)  0.0769
F (-5.89605, 4.97479, 2.78117)  0.0761
H (-7.92274, 4.97372, 1.32090)  0.1458
H (-7.17473, 6.39807, 0.57337)  0.1404
H (-4.92823, 5.66035, 1.16304)  0.1766

Its highest occupied orbital energy is -4.38 eV. For the HOMO-LUMO gap, the calculation gives 6.1 eV. The multiplicity is 1. The net charge is -1.

***

| no. | electronic energy (Ha) |
| --- | --- |
| 1 | -3771.2651 |
| 2 | -6502.7238 |
| 3 | -1819.1585 |
| 4 | -377.1323 |
| 5 | -5983.7771 |
| 6 | -4012.8071 |